# 1
Below is an isolated molecule of C7H12N2O4S2 at a distorted geometry, with properties calculated with ωB97M-V/def2-TZVPD.

Structure (XYZ):
```
27
Properties=species:S:1:pos:R:3:forces:R:3:mulliken_charge:R:1
C 0.084318 2.945123 -0.509204 3.460 -6.214 0.085 -0.979
S -1.276818 1.894297 0.145036 0.722 2.293 0.716 1.116
O -2.294662 1.835474 -0.841903 -0.393 -0.143 -0.566 -0.583
O -1.598917 2.351245 1.485370 0.105 -0.084 -0.807 -0.634
N -0.549668 0.463539 0.435549 1.724 -2.276 -1.966 0.006
N 0.052083 -0.142584 -0.960107 -3.178 1.127 2.215 0.182
C -0.897545 -1.039907 -1.479469 2.360 -1.380 -1.412 -0.232
C -0.461501 -2.217710 -2.051173 -0.628 2.071 1.234 -0.690
C 0.910600 -2.721787 -1.798511 -0.095 -0.090 -0.831 -0.151
C 1.810736 -1.874427 -1.264703 0.867 0.022 0.306 -0.602
C 1.492363 -0.383569 -1.005779 -1.199 -1.977 -0.032 -0.620
S -1.510885 -0.640942 1.399489 1.119 -1.600 0.867 1.126
C -0.915029 -0.215165 3.094044 -3.051 -2.388 0.314 -0.954
O -2.906939 -0.386834 1.240519 0.306 0.193 0.092 -0.580
O -0.959854 -1.925878 1.037558 -0.315 0.785 0.461 -0.578
H -0.288996 3.871888 -0.457182 -1.114 3.581 -0.107 0.533
H 1.024845 2.751795 0.184379 -2.118 0.730 -1.160 0.236
H 0.429653 2.526365 -1.542957 -1.113 1.113 1.733 0.232
H -1.911107 -0.669304 -1.516854 -0.053 -0.018 0.001 0.419
H -1.265547 -2.685334 -2.584927 0.268 -0.894 -0.257 0.389
H 1.165744 -3.776879 -2.141189 -0.290 1.556 0.806 0.320
H 2.871258 -2.143849 -1.002782 -1.302 -0.035 -0.341 0.330
H 1.808506 -0.104933 -0.012830 0.892 0.431 -0.059 0.361
H 1.858080 0.193418 -1.857787 0.408 0.342 0.398 0.323
H -1.368404 0.731590 3.237291 -0.053 1.001 0.572 0.400
H -1.239791 -1.005760 3.921642 0.351 1.576 -2.194 0.314
H 0.109682 -0.232357 3.008648 2.321 0.279 -0.071 0.315
```
Positions in Å, forces in eV/Å.

Its SMILES is CS(=O)(=O)N(N1C=CC=CC1)S(C)(=O)=O. Its net charge is 0. The value obtained for the HOMO-LUMO gap is 0.3124 hartree. For the highest occupied orbital energy, the calculation gives -8.082 eV. As for the energy above the lowest of the compared OMol25 structures with the same formula, charge and spin: 3.079 eV.

***

# 2
Below is an isolated molecule of C7H12N2O5 at a distorted geometry, with properties calculated with ωB97M-V/def2-TZVPD.

Structure (XYZ):
```
26
Properties=species:S:1:pos:R:3:forces:R:3:mulliken_charge:R:1
N 2.538790 -0.189104 0.161623 0.822 -1.029 -0.522 -0.653
C 1.631194 0.987068 0.268550 1.105 -1.602 2.814 0.341
C 1.676173 1.877724 -1.030455 0.121 1.247 1.123 -0.998
C 1.175167 1.223723 -2.353441 -0.114 -2.116 1.656 -0.392
C -0.257574 1.625103 -2.686962 -0.118 -1.517 1.338 0.234
O -0.491857 1.988104 -3.787864 -1.438 0.524 0.022 -0.492
O -1.285355 1.347411 -1.661928 0.180 2.768 -6.838 -0.529
C 0.146215 0.444383 0.913788 3.076 3.670 -4.192 -0.140
O -0.777998 1.217115 1.066302 0.247 0.256 0.909 -0.582
N 0.086803 -0.835367 0.671470 -1.492 -1.944 1.936 -0.022
C -1.262386 -1.309458 1.001300 0.282 -3.952 -1.088 -0.506
C -1.260812 -2.323901 2.213585 2.733 2.566 4.336 0.427
O -0.876956 -2.057862 3.414453 -1.939 -0.758 -5.047 -0.607
O -1.479385 -3.533240 1.798348 -1.154 -2.689 -0.030 -0.416
H 2.954711 -0.112100 -0.758807 0.379 -0.663 0.235 0.171
H 3.293380 -0.380183 0.893030 -1.583 1.079 -1.434 0.222
H 2.086063 1.300635 1.215503 -0.507 2.190 -0.486 0.471
H 2.631856 2.526735 -1.159744 -1.174 -1.764 0.347 0.367
H 0.970671 2.668283 -0.776060 -0.260 0.157 -0.171 0.430
H 1.860144 1.143685 -3.207049 -0.343 1.389 0.043 0.427
H 1.098598 0.110679 -2.232241 -0.211 0.533 0.604 0.302
H -0.950943 0.986936 -0.913807 1.939 -1.470 3.711 0.450
H 0.986789 -1.337668 0.789893 -0.885 0.128 -0.587 0.388
H -1.884019 -0.469107 1.171770 -0.489 0.644 0.441 0.429
H -1.638917 -1.851190 0.057932 0.324 0.571 1.619 0.296
H -1.582936 -4.255485 2.495263 0.497 1.783 -0.740 0.382
```
Positions in Å, forces in eV/Å.

Its SMILES is N[C@@H](CCC(=O)O)C(=O)NCC(=O)O. Its net charge is 0. The value obtained for the HOMO-LUMO gap is 0.3578 hartree. For the highest occupied orbital energy, the calculation gives -9.373 eV. As for the energy above the lowest of the compared OMol25 structures with the same formula, charge and spin: 3.644 eV.

***

# 3
Below is an isolated molecule of C7H12N2O5 at a distorted geometry, with properties calculated with ωB97M-V/def2-TZVPD.

Structure (XYZ):
```
26
Properties=species:S:1:pos:R:3:forces:R:3:mulliken_charge:R:1
C 3.122620 -1.169676 0.193080 3.390 -1.317 0.046 -1.708
C 2.022425 -0.869133 -0.737718 -1.240 -0.043 0.100 0.967
N 2.246766 0.469515 -1.352009 -1.695 -1.404 0.289 -0.650
C 0.829097 -0.811702 0.183696 -1.909 -1.492 4.175 0.018
O 0.660795 -1.616601 1.164216 0.867 1.280 -3.015 -0.717
N -0.117369 0.146640 0.086049 3.692 0.113 -2.812 -0.089
C -1.153383 0.180771 0.950876 -1.444 0.662 5.075 0.174
C -1.747367 1.645027 1.043739 0.665 -0.977 2.503 -0.767
C -2.382386 2.040668 -0.194587 -1.229 -0.408 -3.437 0.554
O -3.530019 2.335922 -0.472184 1.142 0.183 1.491 -0.586
O -1.571034 1.746176 -1.285220 0.749 0.671 2.205 -0.451
C -2.009419 -1.053200 0.750880 -1.765 -2.338 2.805 0.328
O -2.412959 -1.996915 1.487721 1.711 3.446 -0.749 -0.699
O -2.340725 -1.159169 -0.493484 -0.651 -1.389 -2.006 -0.420
H 3.447389 -0.382206 0.893209 -0.726 0.013 -0.385 0.402
H 4.061736 -1.496509 -0.297357 -0.298 0.679 -0.493 0.401
H 2.977642 -2.062740 0.747295 -0.852 -0.549 0.865 0.419
H 1.658578 -1.793838 -1.417193 1.547 2.135 0.805 0.216
H 3.171882 0.824455 -1.367637 1.086 -0.252 0.459 0.230
H 2.006812 0.312175 -2.285895 -0.505 0.494 -1.922 0.214
H 0.033507 0.894141 -0.561391 0.027 0.067 -0.331 0.395
H -0.767094 0.052271 2.007113 -0.261 -0.097 -0.937 0.353
H -0.864181 2.214661 1.447111 -0.836 -0.072 -1.136 0.381
H -2.471439 1.722403 1.863805 -0.014 -0.268 -0.312 0.403
H -2.175611 1.908086 -1.971496 -1.122 0.293 -2.133 0.292
H -2.696263 -2.081224 -0.382619 -0.329 0.568 -1.152 0.339
```
Positions in Å, forces in eV/Å.

Its SMILES is C[C@H](N)C(=O)N[C@@H](CC(=O)O)C(=O)O. Its net charge is 0. The value obtained for the HOMO-LUMO gap is 0.3682 hartree. For the highest occupied orbital energy, the calculation gives -9.496 eV. As for the energy above the lowest of the compared OMol25 structures with the same formula, charge and spin: 2.413 eV.

***

# 4
Below is a cluster of 2 separate species, C7H12N2S in total at a distorted geometry, with properties calculated with ωB97M-V/def2-TZVPD.

Structure (XYZ):
```
22
Properties=species:S:1:pos:R:3:forces:R:3:mulliken_charge:R:1
C 0.098498 1.391934 1.816384 -0.095 3.513 0.520 0.095
C 0.160761 -0.761717 -2.152011 1.842 -2.266 0.188 -0.944
C -0.177116 0.659936 -2.398206 -0.662 -1.081 2.898 -0.524
C -0.371329 -1.115954 -0.796965 1.095 -1.043 2.048 -0.453
C 0.164883 1.143507 -0.980971 2.499 2.357 -0.319 -0.845
C -0.912735 -0.801274 2.253881 0.040 -0.145 1.304 -1.103
C -0.328575 0.200478 1.285935 1.538 -2.465 -1.865 0.224
N 0.276340 2.491358 2.126769 -0.013 -0.370 0.105 -0.471
N -0.238500 0.103963 -0.053944 -1.427 1.174 0.516 0.399
S 2.098381 -0.540184 1.943865 -0.537 2.062 0.761 -0.377
H -0.194434 -1.483470 -2.824588 -0.887 -0.748 -1.375 0.446
H 1.237823 -1.020242 -2.130270 -0.197 0.858 -0.061 0.311
H 0.397503 1.057580 -3.178354 0.358 1.027 -1.007 0.388
H -1.253005 0.674891 -2.458836 -0.459 0.595 -0.860 0.280
H -1.418285 -1.399937 -0.837057 -0.056 -0.601 0.246 0.306
H 0.334798 -1.791083 -0.175794 -1.377 0.041 -1.309 0.334
H 1.284699 1.412618 -0.977238 -1.113 -1.080 0.460 0.284
H -0.227052 2.101759 -0.717271 -0.847 0.499 0.257 0.493
H -0.265705 -1.694272 2.129282 -1.132 0.203 0.301 0.359
H -2.030210 -0.990563 2.238599 1.270 0.273 -0.500 0.341
H -0.659901 -0.371848 3.289938 -0.417 -0.846 -1.529 0.342
H 2.023161 0.732521 2.596851 0.577 -1.956 -0.778 0.116
```
Positions in Å, forces in eV/Å.

Its net charge is 0. The value obtained for the HOMO-LUMO gap is 0.2594 hartree. For the highest occupied orbital energy, the calculation gives -7.821 eV. As for the energy above the lowest of the compared OMol25 structures with the same formula, charge and spin: 3.317 eV.

***

# 5
Below is a structure of composition C7H12N2Si at a distorted geometry, with properties calculated with ωB97M-V/def2-TZVPD.

Structure (XYZ):
```
22
Properties=species:S:1:pos:R:3:forces:R:3:mulliken_charge:R:1
C -0.132836 -1.491177 2.228805 0.423 1.291 2.618 -0.563
C 0.140498 -0.267200 3.029212 -0.131 -0.774 -1.432 -0.154
C -1.066529 -1.385245 1.194421 0.972 -2.692 -0.409 -0.161
C -0.300728 0.950661 2.487778 0.927 1.313 -0.118 -0.476
C -1.601504 -0.197405 0.755905 0.740 1.938 -2.010 -0.536
C -1.003297 0.904784 1.260167 -1.383 5.906 0.958 0.280
C -0.566262 0.880931 -2.559729 -1.228 -0.971 -0.300 -0.982
N 1.668801 -0.293117 -0.645552 -0.078 -0.920 1.526 -0.340
N 2.098570 -0.499733 -3.410636 -0.333 -0.107 1.531 -0.647
Si 1.057158 -0.164698 -2.220048 0.046 0.995 -0.590 0.389
H 0.365347 -2.473923 2.601147 -1.215 1.795 -1.051 0.304
H 0.750564 -0.267739 3.956480 -0.498 -0.253 -0.817 0.344
H -1.205393 -2.287393 0.588356 -0.381 0.156 0.376 0.321
H -0.026109 2.039276 2.884086 -0.506 -2.829 -0.557 0.228
H -2.101469 0.165471 -0.181542 -0.157 -1.997 0.799 0.310
H -1.580038 0.340975 -2.822653 2.240 0.592 0.430 0.319
H -0.888009 1.688952 -1.877948 0.631 -0.465 0.035 0.288
H -0.217371 1.360354 -3.488858 -0.318 -0.082 0.142 0.307
H 1.288040 -0.820610 0.151180 -0.588 0.654 -0.680 0.171
H 2.665621 -0.324885 -0.443927 -0.095 0.154 -0.942 0.287
H 1.997631 0.044922 -4.232991 -0.247 0.207 -1.147 0.222
H -1.342686 2.096799 0.746347 1.180 -3.909 1.638 0.087
```
Positions in Å, forces in eV/Å.

Its net charge is 0. The value obtained for the HOMO-LUMO gap is 0.3372 hartree. For the highest occupied orbital energy, the calculation gives -8.815 eV. As for the energy above the lowest of the compared OMol25 structures with the same formula, charge and spin: 3.210 eV.